Here is a 19-piece molecular cluster, C23H83ClO26P2S2 overall in a non-equilibrium geometry from the Open Molecules 2025 dataset. Energies are from wB97M-V/def2-TZVPD.

Geometry as ORCA input:
```
! wB97M-V def2-TZVPD RIJCOSX def2/J DEFGRID3
* xyz 0 1
O -1.769 3.456 3.473
S -2.000 3.894 2.130
O -1.377 5.115 1.692
C -1.424 2.583 1.045
C -2.360 1.947 -0.024
C -3.550 2.771 -0.438
O -4.762 2.673 0.346
S -5.009 1.649 1.529
O -6.228 0.955 1.273
O -4.918 2.393 2.747
C -3.608 0.458 1.562
Cl -4.272 -1.106 1.942
C -2.664 0.490 0.348
P -2.966 -0.576 -1.135
P -4.514 0.052 -2.488
O -4.830 -1.135 -3.292
O -3.849 1.198 -3.402
O -5.840 0.646 -1.791
H -3.326 4.031 1.905
H -0.578 3.032 0.531
H -1.006 1.838 1.716
H -1.736 1.898 -0.918
H -3.266 3.823 -0.445
H -3.805 2.547 -1.467
H -3.036 0.775 2.432
H -1.718 0.087 0.708
H -3.579 -1.749 -0.690
H -4.467 1.893 -3.651
H -6.158 1.452 -2.208
C 0.370 -2.241 -0.650
O -0.009 -0.985 -0.086
H -0.533 -2.832 -0.780
H 0.841 -2.082 -1.621
H 1.058 -2.778 0.005
H 0.785 -0.455 0.016
C 2.164 1.459 2.286
O 1.765 1.451 0.905
H 1.507 2.148 2.812
H 2.066 0.472 2.724
H 3.193 1.809 2.379
H 2.354 0.852 0.438
C 3.270 4.610 3.909
O 4.391 3.738 3.760
H 2.385 4.027 3.672
H 3.181 4.979 4.934
H 3.328 5.459 3.224
H 5.190 4.235 3.974
C 5.581 0.503 1.245
O 5.380 1.408 0.156
H 5.953 -0.435 0.840
H 6.313 0.903 1.950
H 4.639 0.319 1.765
H 5.051 2.234 0.523
C -7.656 -2.223 1.199
O -7.345 -1.604 2.446
H -7.771 -3.288 1.385
H -8.588 -1.827 0.795
H -6.850 -2.074 0.473
H -7.236 -0.662 2.278
C -8.537 -5.242 3.502
O -8.210 -4.587 4.721
H -8.659 -6.300 3.716
H -9.470 -4.850 3.088
H -7.731 -5.118 2.774
H -8.096 -3.651 4.527
C 9.016 1.900 1.396
O 8.751 1.353 2.685
H 8.261 2.659 1.202
H 10.006 2.361 1.356
H 8.948 1.128 0.627
H 9.418 0.679 2.856
C 3.640 -2.001 -3.525
O 3.368 -1.432 -2.244
H 2.861 -2.732 -3.726
H 3.614 -1.232 -4.303
H 4.612 -2.499 -3.537
H 4.040 -0.773 -2.053
C 11.783 1.519 5.130
O 12.022 0.767 3.940
H 10.832 2.032 5.007
H 11.724 0.858 6.000
H 12.571 2.257 5.291
H 12.857 0.306 4.052
C 0.193 -4.059 -4.941
O 1.611 -4.242 -5.030
H -0.146 -4.541 -4.030
H -0.064 -2.997 -4.901
H -0.314 -4.520 -5.791
H 1.907 -3.819 -5.840
C -4.084 -2.196 -6.803
O -3.049 -1.383 -6.262
H -3.638 -2.843 -7.554
H -4.542 -2.812 -6.024
H -4.858 -1.582 -7.276
H -3.452 -0.820 -5.593
C 7.526 -0.614 5.043
O 8.728 -1.379 4.943
H 6.695 -1.263 4.778
H 7.376 -0.252 6.064
H 7.545 0.233 4.357
H 9.463 -0.807 5.177
C -0.910 -7.616 -4.108
O -1.822 -6.526 -4.169
H -0.501 -7.638 -3.101
H -1.410 -8.568 -4.306
H -0.087 -7.488 -4.817
H -2.188 -6.497 -5.057
C -2.035 3.730 -4.320
O -2.608 4.110 -3.066
H -2.689 2.984 -4.760
H -1.967 4.584 -4.997
H -1.046 3.288 -4.187
H -2.038 4.774 -2.668
C -5.117 -4.313 -9.592
O -3.696 -4.392 -9.592
H -5.473 -4.773 -8.674
H -5.453 -3.272 -9.617
H -5.546 -4.849 -10.442
H -3.374 -3.985 -10.400
C 2.432 0.404 6.227
O 2.978 0.589 4.924
H 1.765 -0.453 6.179
H 3.214 0.201 6.963
H 1.858 1.278 6.545
H 3.569 1.350 4.958
C -10.584 0.734 -0.681
O -9.532 -0.220 -0.766
H -11.488 0.251 -1.041
H -10.746 1.059 0.350
H -10.382 1.610 -1.304
H -8.727 0.201 -0.450
C 7.035 6.679 3.781
O 7.160 5.456 4.506
H 6.104 7.146 4.094
H 7.861 7.357 4.004
H 6.998 6.501 2.704
H 7.982 5.035 4.239
*
```

As for the HOMO energy: -0.34610 hartree. The calculation puts the HOMO-LUMO gap at 9.258 eV.

Here is one molecule with the formula C31H42F9N3O4S from the Open Molecules 2025 dataset. Energies are from wB97M-V/def2-TZVPD.

Geometry as ORCA input:
```
! wB97M-V def2-TZVPD RIJCOSX def2/J DEFGRID3
* xyz 0 1
C 8.652 -0.967 1.806
C 7.746 -0.535 0.636
C 8.164 0.803 0.021
C 7.579 1.106 -1.365
C 6.196 1.759 -1.366
C 5.015 0.844 -1.036
C 4.802 -0.302 -2.039
C 4.432 -1.626 -1.368
C 3.121 -1.570 -0.591
C 1.881 -1.489 -1.481
C 0.579 -1.657 -0.683
C -0.487 -0.602 -1.026
C -1.435 -0.384 0.121
C -1.230 0.451 1.217
S 0.293 1.366 1.313
O 0.902 1.133 2.591
O 1.069 1.238 0.116
C -0.111 3.222 1.314
F 1.002 3.810 0.851
F -0.295 3.599 2.589
C -1.328 3.789 0.525
F -1.300 5.126 0.737
F -2.459 3.290 1.065
C -1.369 3.570 -1.014
F -0.131 3.639 -1.528
F -1.876 2.346 -1.251
C -2.265 4.601 -1.762
F -3.407 4.798 -1.096
F -2.547 4.115 -2.976
F -1.626 5.762 -1.896
C -2.161 0.550 2.316
C -1.991 1.440 3.516
C -3.305 -0.195 2.254
N -4.271 -0.114 3.306
C -4.343 -1.280 4.192
C -5.503 0.469 3.029
C -5.535 1.579 2.007
O -6.487 0.176 3.670
C -3.555 -1.058 1.170
N -4.718 -1.768 1.152
C -4.908 -2.572 0.149
C -3.950 -2.716 -0.904
C -4.198 -3.683 -2.034
O -5.573 -3.878 -2.264
C -6.133 -3.028 -3.262
C -7.623 -2.924 -3.016
N -2.846 -2.025 -0.913
C -2.621 -1.171 0.125
H 9.043 -1.971 1.655
H 8.104 -0.971 2.746
H 9.494 -0.284 1.913
H 7.746 -1.290 -0.151
H 6.725 -0.458 1.008
H 7.924 1.625 0.700
H 9.253 0.786 -0.078
H 7.586 0.190 -1.959
H 8.262 1.796 -1.867
H 6.215 2.575 -0.640
H 6.012 2.203 -2.348
H 5.133 0.437 -0.030
H 4.111 1.456 -1.009
H 3.996 -0.030 -2.723
H 5.701 -0.453 -2.638
H 4.341 -2.411 -2.123
H 5.240 -1.922 -0.694
H 3.029 -2.466 0.030
H 3.099 -0.714 0.087
H 1.861 -0.535 -2.010
H 1.950 -2.270 -2.243
H 0.796 -1.652 0.387
H 0.151 -2.641 -0.893
H -1.068 -0.956 -1.873
H -0.013 0.322 -1.322
H -2.483 0.981 4.371
H -2.496 2.393 3.351
H -0.958 1.610 3.771
H -3.412 -1.838 4.113
H -4.476 -0.956 5.222
H -5.176 -1.925 3.923
H -4.663 1.622 1.360
H -6.431 1.460 1.403
H -5.596 2.521 2.551
H -5.829 -3.141 0.109
H -3.685 -3.313 -2.925
H -3.762 -4.654 -1.792
H -5.920 -3.455 -4.246
H -5.675 -2.037 -3.195
H -8.037 -3.906 -2.796
H -8.122 -2.504 -3.888
H -7.818 -2.261 -2.174
*
```

Its energy relative to the best compared isomer or geometry (same formula, charge and spin) is 0.00 kJ/mol. As for the HOMO energy: -0.34353 hartree. Its SMILES is CCCCCCCCCCCCc1c(S(=O)(=O)C(F)(F)C(F)(F)C(F)(F)C(F)(F)F)c(C)c(N(C)C(C)=O)c2ncc(COCC)nc12. The calculation puts the HOMO-LUMO gap at 8.368 eV.